This record from the OMol25 dataset describes 11 unconnected molecules or ions with the total composition C34H95N5O11 at a distorted geometry. The level of theory is ωB97M-V/def2-TZVPD.

Summary:
- HOMO (eV) = -9.36
- SMILES string = COC[C@H](C)N.COC[C@H](C)N.COC[C@H](C)N.COC[C@H](C)N.COC[C@H](C)N.CC(C)O.CC(C)O.CCO.CCO.CCO.CCO
- LUMO level (eV) = 0.4
- orbital gap (eV) = 9.751
- energy relative to the best compared isomer or geometry (same formula, charge and spin) (kcal per mole) = 0.0
- E (Eh) = -2453.65059
- molar mass (g/mol) = 750.16

The geometry in XYZ format:
```
145
Properties=species:S:1:pos:R:3:forces:R:3
O 1.993832 1.432453 2.911340 -1.1 0.0 0.7
H -0.635468 1.893961 -2.592261 -0.2 -0.2 -0.3
H 3.702684 -7.162099 0.013218 -0.7 0.5 0.4
H 0.479155 -0.049897 -4.468723 -0.2 0.1 0.7
C 1.835851 5.331762 -1.907743 0.5 1.7 0.7
H 0.616147 2.185673 -1.384112 -0.4 0.2 0.1
H -2.147462 1.206821 3.099600 0.9 0.2 -0.2
H -2.228743 -6.483202 7.871582 -0.1 0.6 0.2
H -0.946292 -5.253610 7.627104 -0.4 0.1 0.1
H -0.818439 -5.736462 -2.505649 0.6 0.0 0.6
N -0.689822 -3.258931 3.885835 0.8 0.4 -0.3
C 0.630288 -4.221112 -1.914363 0.7 0.7 0.6
H -0.439468 -3.788587 3.042429 -0.4 0.0 0.4
H 4.988939 -1.850383 -1.154558 -1.1 -0.3 -0.4
H -1.473279 -2.564551 -3.315973 0.6 -0.7 -0.3
H -2.307750 -0.973607 -1.996975 0.2 0.4 0.1
H -0.335772 -5.742533 -0.730237 0.5 -0.2 -1.3
H 2.128904 0.287023 -2.081722 0.1 0.5 0.5
C 4.746455 3.393054 1.560866 0.8 2.2 -0.9
C -1.678253 6.492917 -0.649935 1.0 0.1 -1.4
H 4.691041 1.426201 -2.509532 0.1 -0.9 0.5
H -4.943188 3.422900 -1.793295 0.6 -0.2 -0.3
H 2.484685 6.218877 -1.632931 -0.3 -1.0 -0.3
C 2.549788 4.301334 -2.692447 2.1 -0.9 0.6
H -0.699009 -5.970635 4.202151 -0.2 0.1 0.1
H -4.679765 1.612932 -0.211344 -0.6 -0.3 0.5
H -0.078164 -3.383747 -1.718199 -0.1 -0.8 0.0
C -0.537474 -0.725679 1.051545 0.4 1.5 1.2
C -4.085423 1.598913 -1.102492 0.5 -0.3 0.7
C -1.971832 5.573823 -1.846514 -0.3 2.4 -0.3
H 3.455435 -5.420244 2.030700 0.4 -0.2 -0.4
C 1.956742 5.955530 -5.865364 -0.7 -0.1 0.6
C -2.535383 -2.479538 -3.207238 -0.7 1.2 -0.7
O 1.791342 5.288204 -4.639043 -1.3 -0.4 -0.5
O -1.705363 -6.247062 5.990548 1.5 1.2 -1.5
H 2.768396 -4.824929 0.470507 0.3 -0.1 0.3
C -3.140999 -0.071318 4.488861 0.2 0.2 -0.4
O -3.824827 0.543616 2.145297 0.8 -0.7 0.7
H 1.284619 1.811089 4.852242 -0.1 0.5 -0.5
H 1.896621 -7.148920 -0.074811 0.5 0.6 0.2
H 1.742710 -3.235863 -3.166017 -0.3 -0.3 -0.3
O -2.778801 6.812443 0.116794 -1.2 0.2 0.9
H 3.985993 1.137967 0.052724 1.0 -0.9 -0.7
C -1.516481 -4.048762 4.837889 1.9 -0.4 -1.5
H -2.876151 -1.870632 -4.090473 0.0 -0.3 0.8
O 1.895325 -1.116506 -3.457819 1.4 -1.8 -0.7
H -3.882726 0.558759 -1.403919 -0.1 0.3 0.1
H 4.419095 1.521749 2.414079 0.1 -0.4 -0.4
H 0.026421 -0.716364 -2.802626 -0.5 0.5 0.3
H 0.424423 -2.591934 0.938180 0.4 0.1 -0.1
H -2.778199 2.947824 -3.179673 0.0 -0.2 0.5
H -3.218400 6.044294 0.494181 0.2 -0.1 -0.1
H 0.411560 0.606954 3.929840 0.5 0.6 -0.2
H -0.342796 -0.665306 2.132989 -0.3 0.6 -0.1
H 5.537930 3.148666 0.822249 -0.3 0.0 0.6
O 1.187696 -4.037404 -3.215920 0.3 0.2 0.3
H 3.485237 -2.591322 -1.853209 0.1 -0.2 -0.3
C 2.708409 -5.596150 1.251301 -0.6 0.0 -0.2
N 3.752193 3.646238 -2.012788 -0.5 1.8 -0.7
H -2.574784 0.335578 5.334721 0.5 -0.1 -0.3
H 1.508098 4.901302 -0.997271 -0.6 -0.3 1.1
H -4.081914 2.989036 -4.256384 -0.5 -0.3 0.0
H 5.766954 0.346024 -1.844952 0.3 -0.3 -0.2
C -0.460881 0.669263 0.447181 -0.4 0.7 0.2
H 1.940868 3.465945 -2.967420 -0.9 -0.5 0.2
H -1.107603 5.578358 -2.506830 0.0 -0.3 0.0
H 2.565579 6.840904 -5.663003 -0.1 0.2 -0.5
O -0.662248 0.630683 -0.960373 -0.4 0.0 -0.3
H -2.728198 -1.044317 4.164109 -0.1 0.5 0.2
C 2.665765 -0.095017 -2.946046 -0.2 2.2 -0.2
H 2.577710 1.121265 0.884958 -0.7 -0.9 -0.4
C 0.037937 -5.621229 -1.796271 -0.4 0.4 0.2
H 0.461905 -1.621311 -0.554009 0.6 -0.1 0.6
H -0.827339 6.099123 -0.037493 -0.5 0.3 -0.4
H -5.971198 1.018039 -2.467171 -0.3 -0.4 -0.1
H -3.232936 -0.181286 1.791975 -0.6 0.7 -0.1
C -3.164491 0.973139 3.342622 -1.1 -0.3 0.7
H -2.692867 -4.832288 7.200412 0.8 -0.7 0.2
H 0.173572 -5.276123 5.586171 -0.9 0.1 -0.1
H 4.481382 -1.014740 -3.484341 -0.2 0.3 0.8
C -3.722017 2.436723 -3.386901 -0.2 0.7 0.1
C -1.905906 -5.641104 7.242627 -0.4 -0.2 0.2
H 4.249057 4.384916 -1.488612 -0.2 -0.5 -0.4
H -1.482931 -3.588331 5.790826 -0.4 1.2 0.8
H 0.917719 6.149352 -6.128628 0.2 0.7 -0.3
H 1.008158 5.775009 -2.449509 -0.2 -0.2 -0.1
C -4.696027 2.414758 -2.182061 -0.1 1.3 -1.3
H -3.415578 -3.219764 4.226010 0.1 0.2 0.1
H 2.698694 -7.784290 1.260582 0.0 -0.8 1.3
C -0.450080 1.925089 -1.529255 1.4 -1.4 -0.1
H -2.060293 -1.513158 -0.020519 -0.3 0.0 -0.5
H -1.918300 -2.090529 1.455140 -0.2 -0.2 0.2
H 0.478670 1.217499 0.592751 0.2 -0.5 0.4
C 2.933744 4.857522 -4.006476 1.6 0.4 -1.2
H -4.833823 2.012944 4.222152 -0.1 0.0 0.0
H 0.835062 -6.344235 -2.086429 -0.7 0.3 0.5
H -1.415937 7.447458 -1.118314 0.5 0.0 0.5
C -2.896451 -4.171172 4.274378 -1.0 -0.3 0.3
O 1.435228 -5.368966 1.866722 -0.4 -0.5 1.3
H 3.437013 4.099452 -4.583010 0.2 -0.7 -0.4
H -3.967254 2.916496 2.967687 0.2 -0.1 0.9
C -3.275520 -3.761615 -3.126267 -0.4 -1.4 0.4
H 2.834480 0.792352 -3.655080 -0.6 -1.1 0.4
O -2.760661 -1.819021 -1.977438 -0.3 0.5 0.4
H 1.426794 -5.816038 2.753785 0.0 0.6 -1.4
H -2.837911 5.982645 -2.437376 0.7 -0.5 0.7
H -4.119699 -0.183529 4.937345 -0.5 -0.3 -0.3
C 0.572915 -1.570224 0.555793 -0.3 -1.5 -1.6
C 0.911591 1.601591 3.831718 0.4 -2.1 0.4
H -3.489252 -4.834968 4.898738 -0.1 -0.1 0.1
H 0.144706 -1.732630 -4.263005 0.4 0.2 0.5
O -5.989840 1.962825 -2.620248 0.6 -0.3 0.3
C 0.568808 -0.866170 -3.720151 -0.8 0.1 -1.8
C 2.757512 2.597640 2.727454 -1.6 1.2 0.8
C 4.019380 -0.587017 -2.547349 0.8 0.0 -0.4
H 2.138347 3.413063 2.291896 0.0 -0.3 0.1
C 3.841916 2.242092 1.813516 1.8 -0.8 -0.3
H -2.831801 -4.377366 -2.318875 0.0 0.0 -0.7
H -4.332419 -3.686953 -2.829011 0.3 0.7 -0.1
H 5.211424 3.904789 2.434847 -0.2 -0.9 -0.3
H -3.503940 1.404508 -3.658691 0.0 -0.1 -0.2
H 0.228593 -2.911432 4.213012 -1.0 -0.4 0.3
H 1.553054 -1.199733 0.852034 0.0 0.1 -0.1
H 2.360987 5.367487 -6.690652 0.4 -0.3 0.2
C 2.763287 -6.968474 0.594144 0.4 0.0 -1.5
N 3.326005 1.681230 0.540867 -0.8 1.9 1.9
H -2.958940 -4.597179 3.275532 0.5 -0.1 -0.2
C -0.843617 -5.386147 5.121910 -0.7 -1.7 0.6
H 4.181950 4.226381 1.099493 0.0 -0.4 -0.1
H -1.245909 1.272349 0.932409 0.0 0.0 -0.2
H 3.404478 -1.408928 -0.569481 -0.1 0.4 -0.6
N 4.789549 0.539731 -1.968240 -1.0 0.8 -0.8
H 3.644436 5.692318 -4.027455 0.3 0.2 0.8
H 1.434198 -4.071257 -1.127486 -0.7 -0.3 -0.7
H -3.310004 -4.276015 -4.088320 0.4 -0.2 0.1
C -3.837563 2.246067 3.851465 -0.5 -0.3 -1.7
C 3.927393 -1.663228 -1.508466 1.6 -0.7 1.5
H 0.128958 2.255595 3.492628 -0.1 0.9 -0.2
H 3.114295 2.989600 3.712050 0.1 -0.3 -0.6
H -3.150097 2.060016 -0.764552 0.0 -0.2 -0.3
H -3.264605 2.676693 4.645903 0.4 0.5 0.4
N -1.896571 -1.223357 0.930778 0.3 -0.6 0.1
H 3.443363 2.993059 -1.309560 -0.3 -0.2 0.4
H -2.174031 4.632200 -1.459696 -0.5 -2.1 0.2
H -1.092284 2.634348 -1.085810 -0.7 1.0 0.6
```
Forces are in eV/Å.